Here is a molecular structure, C42H45N5O3PPtS5 from the OMol25 dataset. Energies are from the ωB97M-V functional and the def2-TZVPD basis.

Energy above the lowest of the compared OMol25 structures with the same formula, charge and spin   55.3 kJ/mol
HOMO   -10.14 eV
M   1054.241 g/mol
Total charge   +1
HOMO-LUMO gap   6.382 eV
LUMO level   -3.76 eV

Structure (XYZ):
```
102
Properties=species:S:1:pos:R:3:forces:R:3
Pt 0.37062 0.06844 0.25206 -0.391 -0.181 0.115
N -4.42549 2.92211 5.15008 -0.002 0.000 -0.003
C -3.28552 3.11984 4.40047 0.008 -0.013 0.000
C -3.33320 3.86799 3.21604 0.000 0.008 -0.009
C -2.20687 4.01587 2.43103 -0.009 -0.026 0.004
C -1.01948 3.39886 2.81229 0.012 -0.008 0.013
C -0.94551 2.68345 4.00372 -0.007 0.038 -0.007
C -2.07077 2.54153 4.78994 -0.005 0.005 0.013
S 0.40253 3.46295 1.79296 -0.051 -0.022 0.034
O 1.50571 3.05156 2.60215 0.027 -0.016 -0.014
O 0.43797 4.69092 1.06671 0.001 -0.003 0.012
N 0.16583 2.22586 0.67744 0.120 0.019 -0.066
C -0.72086 2.35909 -0.32237 -0.002 0.006 -0.025
N -1.51780 3.39009 -0.60203 -0.005 0.004 -0.010
C -2.39538 3.20647 -1.57205 0.000 -0.010 -0.005
C -2.56534 1.99938 -2.25744 0.006 0.007 0.003
C -1.72068 0.97290 -1.91738 -0.009 0.023 -0.020
N -0.75835 1.18692 -1.01903 -0.004 -0.031 0.012
H -5.18072 3.57246 5.00957 -0.001 0.001 0.001
H -4.29526 2.65956 6.11305 -0.001 0.001 0.001
H -4.26030 4.34721 2.92580 -0.002 0.001 -0.001
H -2.23439 4.60473 1.52521 -0.002 0.008 -0.007
H -0.00197 2.24613 4.30497 -0.006 -0.002 -0.004
H -2.01239 1.98622 5.71894 0.002 0.011 -0.010
H -3.02760 4.05699 -1.80380 0.002 0.001 0.000
H -3.33088 1.87194 -3.00633 -0.002 0.001 0.001
H -1.79386 -0.01555 -2.34857 -0.009 0.011 0.005
S -0.40834 -2.01890 -0.40701 0.016 -0.026 -0.018
C -1.72402 -1.59500 0.66780 0.004 -0.004 0.015
C -2.81103 -2.34553 1.08439 0.000 0.001 0.000
C -3.71679 -1.73326 1.93544 -0.003 -0.003 -0.002
C -3.52778 -0.41571 2.34146 0.005 0.008 -0.006
C -2.40904 0.26133 1.90130 -0.004 -0.006 0.007
N -1.54027 -0.33848 1.08880 0.002 -0.027 -0.024
H -2.93615 -3.36668 0.75258 0.001 0.000 -0.001
H -4.57776 -2.28696 2.28608 0.000 0.000 0.001
H -4.22574 0.07914 3.00155 0.001 0.000 0.004
H -2.18957 1.28056 2.19062 -0.005 0.007 0.005
O 0.85394 -0.64236 2.09100 0.716 0.468 -0.031
C 1.38530 -1.64641 2.95238 -0.409 -0.240 -0.024
C 0.29943 -1.77472 4.03482 -0.028 -0.058 -0.002
C -0.61040 -0.82694 4.38756 0.030 0.035 0.009
C -1.39952 -1.20251 5.51037 -0.007 -0.023 -0.007
C -1.05996 -2.42774 5.99264 0.008 0.013 0.009
S 0.20548 -3.13528 5.08337 -0.019 0.003 0.022
C 1.58357 -3.02588 2.33402 0.035 0.008 0.047
C 0.56840 -3.87459 1.99300 0.000 -0.011 0.007
C 1.00727 -5.11137 1.46296 0.000 0.004 -0.013
C 2.36664 -5.19845 1.43718 0.010 0.000 0.014
S 3.10125 -3.79409 2.05739 0.011 0.031 0.022
C 2.62101 -1.13124 3.67936 -0.032 0.040 -0.035
C 3.52541 -1.80122 4.45013 0.008 -0.011 -0.003
C 4.43810 -0.93242 5.11192 -0.003 -0.007 0.001
C 4.18528 0.37591 4.84922 -0.023 0.003 0.009
S 2.84073 0.56671 3.80762 0.029 0.022 -0.056
H -0.68454 0.11678 3.87208 0.006 -0.049 0.032
H -2.18353 -0.59132 5.93582 -0.001 -0.010 -0.004
H -1.49245 -2.96074 6.82389 -0.001 0.000 0.001
H -0.46985 -3.62202 2.15492 -0.002 -0.005 -0.019
H 0.34994 -5.90568 1.14080 -0.001 0.002 0.000
H 2.97429 -6.02790 1.11240 -0.001 -0.001 0.000
H 3.53208 -2.87236 4.58262 -0.002 -0.015 -0.019
H 5.23707 -1.27397 5.75355 0.001 0.000 -0.002
H 4.71945 1.24077 5.20864 0.000 0.000 -0.002
C 4.97118 -0.77075 -1.55508 0.001 -0.001 -0.006
C 3.66373 -1.01840 -0.78706 -0.001 -0.007 -0.026
C 4.00299 -0.85238 0.69229 0.014 -0.015 0.038
C 3.14859 -2.43156 -1.06449 0.002 0.012 -0.010
P 2.34624 0.25649 -1.16162 -0.012 0.032 0.015
C 3.19320 1.82622 -0.85234 0.016 -0.005 -0.021
C 3.89820 2.53595 -1.83054 -0.022 -0.006 0.010
C 4.63396 3.65641 -1.48654 -0.001 0.000 -0.001
C 4.68770 4.08044 -0.16511 0.001 -0.002 -0.001
C 4.01120 3.37159 0.81236 -0.008 0.007 0.012
C 3.27476 2.24882 0.46860 0.001 0.012 0.022
C 1.85667 0.20513 -2.98708 -0.005 -0.004 -0.001
C 1.27255 1.56333 -3.42470 0.007 -0.022 0.000
C 0.82167 -0.89944 -3.22510 -0.008 0.026 -0.009
C 3.02480 -0.12310 -3.93279 -0.002 0.001 -0.009
H 5.72891 -1.40530 -1.09012 0.002 0.008 0.007
H 5.31272 0.26039 -1.46186 -0.004 -0.001 -0.007
H 4.92625 -1.04075 -2.60372 0.006 -0.015 0.005
H 4.68663 -1.65105 0.98163 -0.008 -0.006 0.005
H 3.12228 -0.91401 1.31945 -0.030 0.010 0.050
H 4.49958 0.09680 0.88771 0.013 -0.012 -0.002
H 3.91322 -3.14347 -0.74867 -0.007 0.010 -0.009
H 2.96625 -2.60078 -2.12520 -0.002 0.002 -0.020
H 2.24453 -2.66554 -0.49828 0.011 0.008 -0.023
H 3.89863 2.22422 -2.86149 -0.012 -0.001 -0.016
H 5.16808 4.19886 -2.25523 -0.001 -0.001 -0.001
H 5.25675 4.96239 0.09728 0.000 0.000 0.001
H 4.03045 3.69089 1.84496 0.000 -0.001 0.005
H 2.76113 1.70796 1.24827 -0.013 -0.009 0.022
H 0.62248 2.02316 -2.68910 -0.010 0.027 0.030
H 0.69124 1.40183 -4.33563 -0.009 -0.001 0.007
H 2.04832 2.28551 -3.65934 0.018 -0.002 -0.011
H -0.09153 -0.75146 -2.66603 0.037 -0.006 -0.030
H 1.20267 -1.88703 -2.97029 0.006 -0.010 0.010
H 0.57311 -0.90690 -4.28861 0.008 -0.004 -0.004
H 3.89840 0.50986 -3.80904 0.001 -0.001 0.005
H 2.65370 0.02079 -4.95034 0.002 0.006 0.001
H 3.33387 -1.16255 -3.84770 -0.005 -0.007 -0.005
```
Forces are in eV/Å.